1.
{
  "formula": "C17H17BIrN10O2",
  "method": "wB97M-V/def2-TZVPD",
  "symbols": ["Ir", "C", "C", "N", "N", "C", "B", "N", "C", "C", "C", "N", "N", "C", "C", "C", "N", "N", "C", "C", "C", "N", "H", "H", "H", "H", "H", "H", "H", "H", "H", "H", "H", "H", "C", "N", "C", "C", "C", "O", "N", "C", "O", "H", "H", "H", "H", "H"],
  "xyz": [[1.178, -0.204, -0.496], [-0.624, -0.303, -4.334], [0.486, -0.339, -3.526], [0.107, -0.209, -2.233], [-1.253, -0.084, -2.212], [-1.705, -0.144, -3.465], [-1.974, -0.024, -0.822], [-1.395, 1.209, -0.059], [-2.014, 2.324, 0.317], [-1.071, 3.215, 0.835], [0.133, 2.559, 0.722], [-0.065, 1.338, 0.176], [-1.566, -1.317, -0.055], [-2.261, -2.438, 0.148], [-1.416, -3.411, 0.668], [-0.181, -2.802, 0.739], [-0.271, -1.530, 0.298], [-3.455, 0.089, -0.921], [-4.354, -0.007, 0.111], [-5.526, 0.554, -0.303], [-5.263, 0.993, -1.620], [-4.028, 0.726, -1.985], [-0.662, -0.375, -5.406], [1.528, -0.445, -3.782], [-2.759, -0.049, -3.662], [-3.080, 2.439, 0.203], [-1.251, 4.197, 1.235], [1.120, 2.881, 1.010], [-3.312, -2.490, -0.092], [-1.672, -4.415, 0.956], [0.761, -3.195, 1.086], [-4.096, -0.460, 1.057], [-6.450, 0.634, 0.242], [-5.934, 1.481, -2.308], [4.568, 0.440, 3.947], [4.442, 0.106, 2.522], [5.487, -0.214, 1.794], [5.350, -0.526, 0.437], [4.012, -0.499, -0.175], [3.837, -0.751, -1.350], [2.944, -0.170, 0.646], [3.074, 0.163, 1.963], [2.196, 0.494, 2.702], [5.610, 0.354, 4.236], [3.943, -0.240, 4.523], [4.200, 1.452, 4.106], [6.450, -0.224, 2.289], [6.211, -0.784, -0.163]],
  "spin_multiplicity": 6,
  "s2": 8.79,
  "charge": 2,
  "de_lowest_kcal_mol": 0.0,
  "homo_lumo_gap_ha": [0.29087, 0.16256]
}

***

2.
{
  "formula": "C5H9N3O",
  "method": "wB97M-V/def2-TZVPD",
  "symbols": ["C", "C", "C", "C", "N", "N", "C", "N", "O", "H", "H", "H", "H", "H", "H", "H", "H", "H"],
  "xyz": [[-0.650, 1.940, -0.302], [1.172, 0.552, 0.701], [-0.310, -0.505, -0.931], [0.030, 0.608, -0.246], [-1.455, -0.593, -1.678], [0.460, -1.642, -0.960], [1.105, -0.481, 1.794], [0.087, -0.557, 2.588], [2.139, 1.297, 0.648], [-1.850, -1.527, -1.603], [1.455, -1.426, -0.987], [-2.158, 0.090, -1.404], [0.230, -2.178, -1.796], [0.234, -1.324, 3.254], [1.981, -1.144, 1.868], [0.085, 2.751, -0.350], [-1.287, 2.048, -1.185], [-1.268, 2.091, 0.589]],
  "charge": 0,
  "de_lowest_kcal_mol": 41.1,
  "homo_lumo_gap_ha": 0.31082,
  "smiles": "[H]/N=C/C(=O)C(C)=C(N)N"
}

***

3.
{
  "formula": "C29H29ClNO3Ti",
  "method": "wB97M-V/def2-TZVPD",
  "symbols": ["C", "C", "C", "H", "C", "C", "H", "C", "C", "C", "H", "C", "C", "H", "H", "H", "H", "H", "H", "Ti", "C", "C", "C", "H", "H", "H", "H", "H", "H", "C", "C", "H", "H", "O", "N", "C", "H", "C", "C", "H", "C", "H", "C", "H", "C", "H", "C", "H", "H", "H", "Cl", "C", "C", "C", "C", "C", "C", "C", "O", "O", "H", "H", "H", "H"],
  "xyz": [[-3.466, 0.070, -0.659], [-2.635, 0.799, -1.598], [-1.479, -0.006, -1.907], [-2.812, 1.786, -2.034], [-1.552, -1.204, -1.165], [-2.774, -1.188, -0.398], [-0.845, -2.038, -1.270], [-1.342, 2.503, 1.851], [-1.711, 2.852, 0.498], [-0.535, 2.649, -0.329], [-2.724, 3.104, 0.127], [0.566, 2.252, 0.487], [0.040, 2.087, 1.806], [-0.715, 0.160, -2.673], [-3.027, -2.012, 0.285], [-4.311, 0.474, -0.075], [0.651, 1.638, 2.595], [-0.410, 2.898, -1.389], [-2.041, 2.317, 2.697], [-1.804, 0.653, 0.541], [2.060, 2.282, 0.116], [2.750, 3.280, 1.100], [2.311, 2.817, -1.298], [2.303, 4.281, 1.036], [3.822, 3.406, 0.892], [2.651, 2.959, 2.142], [1.875, 3.818, -1.420], [1.888, 2.143, -2.049], [3.389, 2.915, -1.496], [2.805, 0.901, 0.269], [2.498, -0.456, -0.487], [2.755, 0.656, 1.340], [3.879, 1.138, 0.110], [1.734, -1.376, -0.111], [3.168, -0.703, -1.641], [2.671, -1.916, -2.304], [4.142, -0.455, -1.846], [1.836, -1.542, -3.501], [0.784, -2.354, -3.972], [0.544, -3.280, -3.442], [0.086, -2.005, -5.135], [-0.701, -2.662, -5.524], [0.422, -0.820, -5.824], [-0.105, -0.552, -6.749], [1.432, 0.019, -5.327], [1.716, 0.940, -5.851], [2.115, -0.344, -4.161], [2.906, 0.291, -3.767], [1.957, -2.268, -1.543], [3.457, -2.646, -2.525], [-1.990, -4.171, 7.524], [-2.062, -3.138, 6.164], [-3.171, -2.278, 6.036], [-3.245, -1.441, 4.927], [-2.225, -1.483, 3.991], [-1.099, -2.327, 4.109], [-1.020, -3.171, 5.214], [-2.326, -0.594, 2.824], [-3.279, 0.191, 2.547], [-1.286, -0.673, 2.032], [-3.970, -2.262, 6.779], [-4.065, -0.751, 4.736], [-0.314, -2.316, 3.345], [-0.174, -3.847, 5.350]],
  "charge": 1,
  "homo_lumo_gap_ha": 0.25594
}

***

4.
{
  "formula": "C6H14O",
  "method": "wB97M-V/def2-TZVPD",
  "symbols": ["C", "C", "C", "C", "C", "C", "O", "H", "H", "H", "H", "H", "H", "H", "H", "H", "H", "H", "H", "H", "H"],
  "xyz": [[-0.692, 1.092, -1.567], [0.609, 0.576, -0.952], [1.494, -0.045, -2.042], [0.258, -0.488, 0.100], [-0.575, -0.176, 1.340], [-0.280, -1.103, 2.503], [-0.585, 1.181, 1.663], [-0.504, 1.830, -2.353], [-1.327, 1.547, -0.801], [-1.245, 0.252, -2.012], [1.152, 1.435, -0.527], [1.669, 0.663, -2.862], [1.009, -0.933, -2.468], [2.473, -0.352, -1.652], [1.034, -1.258, 0.229], [-0.686, -0.961, -0.181], [-1.708, -0.479, 1.018], [0.672, -0.907, 3.010], [-0.283, -2.137, 2.142], [-1.103, -0.983, 3.210], [-1.380, 1.245, 2.203]],
  "charge": 0,
  "de_lowest_kcal_mol": 35.7,
  "homo_lumo_gap_ha": 0.38653,
  "smiles": "CC(C)C[C@@H](C)O"
}

***

5.
{
  "formula": "C4H14N3",
  "method": "wB97M-V/def2-TZVPD",
  "symbols": ["N", "C", "C", "N", "C", "C", "N", "H", "H", "H", "H", "H", "H", "H", "H", "H", "H", "H", "H", "H", "H"],
  "xyz": [[1.321, 1.545, -1.561], [0.034, 2.097, -0.999], [-0.855, 0.932, -0.603], [-0.104, -0.286, -0.386], [0.384, -0.479, 0.981], [0.089, -1.915, 1.468], [-1.173, -2.412, 0.947], [1.161, 0.619, -1.966], [1.984, 1.452, -0.787], [1.778, 2.165, -2.230], [-0.370, 2.775, -1.747], [0.278, 2.811, -0.224], [-1.676, 0.784, -1.312], [-1.529, 1.189, 0.226], [-0.665, -1.096, -0.629], [1.477, -0.418, 0.988], [-0.013, 0.256, 1.685], [0.228, -1.978, 2.545], [0.875, -2.573, 1.095], [-1.978, -2.049, 1.457], [-1.246, -3.417, 1.052]],
  "charge": 1,
  "de_lowest_kcal_mol": 33.6,
  "homo_lumo_gap_ha": 0.35030,
  "smiles": "NCCNCC[NH3+]"
}

***

6.
{
  "formula": "C32H27BClCrN2O3",
  "method": "wB97M-V/def2-TZVPD",
  "symbols": ["Cr", "Cl", "C", "C", "C", "C", "O", "C", "C", "N", "C", "C", "C", "C", "C", "C", "C", "C", "N", "C", "C", "H", "H", "H", "H", "H", "H", "H", "H", "H", "H", "C", "C", "C", "C", "C", "C", "H", "H", "H", "H", "H", "C", "C", "C", "C", "C", "C", "C", "C", "O", "B", "O", "C", "C", "H", "H", "H", "H", "H", "H", "H", "H", "H", "H", "H", "H"],
  "xyz": [[0.498, -1.019, 0.485], [5.651, -5.719, -1.322], [4.659, -4.412, -0.708], [5.248, -3.183, -0.425], [4.466, -2.157, 0.057], [3.079, -2.302, 0.261], [2.394, -1.290, 0.716], [2.495, -3.572, -0.030], [1.103, -3.880, 0.160], [0.162, -3.023, 0.496], [-1.145, -3.398, 0.693], [-1.627, -4.725, 0.717], [-2.974, -4.975, 0.918], [-3.890, -3.953, 1.103], [-3.451, -2.610, 1.093], [-4.304, -1.511, 1.282], [-3.798, -0.223, 1.266], [-2.445, -0.034, 1.052], [-1.596, -1.056, 0.854], [-2.066, -2.330, 0.882], [3.316, -4.608, -0.511], [6.308, -3.043, -0.592], [4.894, -1.188, 0.274], [0.829, -4.917, -0.018], [-0.949, -5.558, 0.602], [-3.315, -6.004, 0.938], [-4.941, -4.163, 1.261], [-5.361, -1.690, 1.443], [-4.437, 0.638, 1.410], [-2.021, 0.959, 1.030], [2.876, -5.573, -0.734], [4.433, -0.674, -3.639], [3.236, -1.304, -3.955], [2.091, -1.027, -3.224], [2.105, -0.119, -2.159], [3.320, 0.499, -1.857], [4.468, 0.231, -2.589], [5.333, -0.899, -4.198], [3.197, -2.024, -4.764], [1.166, -1.538, -3.470], [3.364, 1.187, -1.021], [5.400, 0.721, -2.330], [-1.850, 6.168, 0.905], [-1.899, 4.792, 1.585], [-0.986, 4.834, 2.810], [-3.330, 4.521, 2.070], [-1.479, 3.710, 0.589], [-2.222, 3.522, -0.576], [-1.906, 2.549, -1.525], [-0.813, 1.739, -1.288], [-0.348, 0.732, -2.039], [0.798, 0.131, -1.325], [0.912, 0.974, -0.032], [-0.070, 1.917, -0.121], [-0.369, 2.883, 0.811], [-2.153, 6.951, 1.605], [-2.517, 6.207, 0.043], [-0.840, 6.388, 0.556], [-1.327, 5.614, 3.495], [0.046, 5.060, 2.534], [-0.995, 3.887, 3.351], [-3.641, 5.290, 2.783], [-3.393, 3.549, 2.564], [-4.039, 4.522, 1.242], [-3.084, 4.152, -0.762], [-2.505, 2.415, -2.416], [0.241, 2.961, 1.699]],
  "spin_multiplicity": 5,
  "s2": 6.38,
  "charge": -1,
  "de_lowest_kcal_mol": 6.4,
  "homo_lumo_gap_ha": [0.17212, 0.20965]
}

***

no.,total energy (hartree)
1,-1484.6550
2,-435.3922
3,-2712.4177
4,-312.1981
5,-324.8112
6,-3100.5589